Density functional theory data (ωB97M-V/def2-TZVPD) for an isolated molecule of C5H7Cl2OP.

XYZ file:
```
16
Properties=species:S:1:pos:R:3:nbo_charge:R:1
C 0.29 -1.55 -1.15 -1.06
P -0.52 -1.29 0.39 1.94
O -0.57 -2.45 1.29 -1.07
C 0.11 0.30 1.10 -0.78
C -0.93 1.46 0.73 -0.40
C -2.24 0.70 0.37 -0.02
Cl -3.61 1.68 0.06 0.03
C -2.21 -0.60 0.12 -0.47
Cl -3.33 -1.70 -0.36 0.10
H -0.41 -1.14 -1.96 0.26
H 1.26 -1.10 -1.32 0.26
H 0.37 -2.64 -1.27 0.27
H 1.17 0.45 0.88 0.24
H -0.01 0.24 2.17 0.25
H -0.74 2.01 -0.13 0.22
H -1.01 2.12 1.54 0.22
```

The value obtained for the maximum force is 0.080 Eh/bohr. As for the HOMO energy: -9.488 eV. The energy relative to the best compared isomer or geometry (same formula, charge and spin) is 0.0 kcal/mol. The frontier orbital gap comes out at 10.14 eV. Its SMILES is C[P@@]1(=O)CCC(Cl)=C1Cl. The calculation puts the total energy at -1531.7098 Ha. The total charge is 0.